# 1
Computed, not measured: a molecular structure, C4H6CuO2 at a distorted geometry, with ωB97M-V with the def2-TZVPD basis set.

Calculated values
Charge   -1
Expectation value of S²   2.01
F_max   4.5 eV/Å
HOMO energy (spin up / spin down)   -1.40 / -4.34 eV
HOMO-LUMO gap (spin up / spin down)   5.4513 / 7.5156 eV
Lowest unoccupied orbital energy (spin up / spin down)   4.05 / 3.18 eV
Spin multiplicity   3

Cartesian coordinates (Å):
O 2.503 -0.791 -0.481
C 1.714 -0.742 0.690
H 1.875 -0.963 -1.204
H 2.040 0.141 1.274
C 0.199 -0.592 0.266
C -0.563 0.193 1.054
C -1.843 0.861 0.578
O -2.278 0.445 -0.669
Cu -1.082 -0.902 -1.312
H -0.272 0.475 2.084
H 1.451 -1.818 1.076
H -1.673 1.963 0.605
H -2.618 0.685 1.361

Force components x, y, z for each atom (eV/Å):
O 0.332 -0.185 -0.408
C -3.663 -2.268 -1.164
H 0.264 0.106 0.280
H -0.136 -1.175 0.335
C 0.072 2.519 0.453
C -0.004 0.160 -0.263
C -0.228 -0.430 0.775
O 0.756 -0.636 -0.121
Cu 0.139 0.279 0.088
H 0.224 0.194 -0.345
H 2.182 1.653 0.631
H 0.101 -0.267 -0.041
H -0.040 0.050 -0.219

Atomic partial charges in e from the Mulliken method, atoms 1 to 6: number 1, O, carries -0.462; number 2, C, carries -0.053; number 3, H, carries 0.204; number 4, H, carries 0.273; number 5, C, carries -0.206; number 6, C, carries -0.617

---

# 2
Computed, not measured: a gas-phase ion, C11H18N (charge +1) at a distorted geometry, with ωB97M-V with the def2-TZVPD basis set.

Calculated values
Charge   +1
F_max   5.2 eV/Å
HOMO energy   -13.71 eV
HOMO-LUMO gap   9.4906 eV
Lowest unoccupied orbital energy   -4.22 eV

Cartesian coordinates (Å):
C 2.555 2.499 -0.718
C 1.972 1.440 -0.677
C 1.171 0.017 -0.637
C 0.906 -0.175 -2.106
C 2.038 -0.849 0.225
C 1.814 -0.792 1.717
C -0.360 -0.432 -0.012
C -0.607 -1.833 0.097
N -1.297 0.467 -0.039
C -1.228 1.814 0.384
C -2.705 0.032 -0.099
C -3.508 -0.131 0.892
H 2.884 3.466 -0.940
H 1.803 -0.106 -2.637
H 0.031 0.543 -2.417
H 0.444 -1.160 -2.357
H 2.181 -1.854 -0.215
H 2.975 -0.417 0.143
H 2.266 0.190 1.980
H 2.338 -1.599 2.247
H 0.746 -0.719 1.899
H -1.623 -2.051 0.202
H -0.079 -2.326 0.849
H -0.237 -2.297 -0.773
H -1.796 2.042 1.348
H -0.278 2.324 0.470
H -1.727 2.483 -0.317
H -3.072 0.008 -1.151
H -4.548 -0.381 0.795
H -3.059 -0.205 1.847

Force components x, y, z for each atom (eV/Å):
C -1.258 -1.667 -0.222
C -2.455 -1.046 1.149
C -0.529 1.833 1.795
C -3.585 -0.941 -0.330
C 1.061 -2.112 -1.174
C 0.252 1.266 -0.243
C 2.230 4.435 -1.656
C -0.311 -0.321 -0.931
N -1.348 -2.482 1.700
C -0.540 3.794 0.655
C 0.187 0.761 -3.458
C -0.331 -0.869 1.292
H 0.664 0.714 0.048
H 1.107 0.537 -1.135
H 2.220 -0.821 0.272
H 0.584 0.395 0.303
H -0.493 0.158 0.382
H 2.218 0.356 -0.556
H -0.420 -0.652 0.533
H -0.479 0.294 -0.080
H -0.004 -0.263 0.840
H -1.525 -0.351 0.141
H 0.971 -0.377 1.524
H 0.325 -0.734 -1.318
H 0.752 -1.065 -1.058
H 0.741 -0.931 0.056
H -0.350 -0.357 -0.347
H 0.462 0.073 0.789
H -0.144 0.036 -0.209
H -0.005 0.337 1.233

Atomic partial charges in e from the Mulliken method, atoms 1 to 6: number 1, C, carries 0.408; number 2, C, carries -1.559; number 3, C, carries 2.101; number 4, C, carries -1.678; number 5, C, carries -1.337; number 6, C, carries -1.243

---

# 3
Computed, not measured: 10 unconnected molecules or ions with the total composition C28H66N6O4S4 at a distorted geometry, with ωB97M-V with the def2-TZVPD basis set.

Calculated values
Charge   0
F_max   1.2 eV/Å
HOMO energy   -8.05 eV
HOMO-LUMO gap   8.2312 eV
Lowest unoccupied orbital energy   0.18 eV

Cartesian coordinates (Å):
C 5.935 -1.819 4.253
C 4.639 -2.503 3.851
N 3.605 -2.380 4.853
C 2.219 -2.293 4.448
C 1.940 -1.183 3.441
C 3.840 -3.147 6.048
C 3.602 -4.668 5.934
H 6.584 -2.493 4.813
H 5.731 -0.909 4.815
H 6.497 -1.508 3.368
H 4.297 -2.008 2.943
H 4.845 -3.546 3.561
H 1.826 -3.228 4.010
H 1.641 -2.066 5.348
H 2.537 -1.256 2.534
H 0.890 -1.200 3.129
H 2.075 -0.184 3.869
H 3.215 -2.759 6.862
H 4.851 -2.958 6.415
H 3.066 -4.931 5.022
H 3.104 -5.087 6.807
H 4.556 -5.203 5.860
C -1.415 -0.073 -4.695
C -1.772 -1.453 -5.221
N -2.815 -1.414 -6.238
C -4.144 -1.164 -5.697
C -5.121 -0.633 -6.743
C -2.735 -2.512 -7.177
C -1.675 -2.273 -8.240
H -0.867 -0.170 -3.753
H -2.300 0.518 -4.472
H -0.756 0.400 -5.421
H -0.885 -1.883 -5.688
H -2.043 -2.178 -4.431
H -4.541 -2.092 -5.247
H -4.049 -0.415 -4.913
H -5.162 -1.255 -7.637
H -6.131 -0.591 -6.337
H -4.813 0.367 -7.052
H -3.680 -2.568 -7.719
H -2.561 -3.483 -6.684
H -1.541 -3.159 -8.862
H -0.707 -2.047 -7.788
H -1.977 -1.437 -8.869
C 0.357 -3.448 0.770
C 0.511 -4.880 0.702
N 0.620 -6.017 0.593
H 0.331 -3.027 1.773
H -0.565 -3.123 0.290
H 1.200 -2.966 0.269
C -1.197 -0.353 5.210
C -1.763 -1.668 4.924
N -2.271 -2.679 4.726
H -1.242 0.272 4.321
H -0.175 -0.445 5.570
H -1.792 0.119 5.992
C -3.698 -1.174 2.253
C -4.169 -0.615 0.991
N -4.543 -0.172 0.000
H -3.148 -0.389 2.768
H -2.986 -1.984 2.129
H -4.546 -1.517 2.841
C -4.184 3.539 2.284
C -3.146 3.470 3.303
N -2.305 3.344 4.077
H -5.163 3.682 2.735
H -4.218 2.586 1.750
H -3.942 4.307 1.553
C -3.608 5.660 -2.678
S -2.334 4.647 -1.871
O -2.908 4.147 -0.587
C -2.401 3.250 -2.991
H -4.382 5.871 -1.944
H -3.990 5.149 -3.556
H -3.159 6.611 -2.964
H -1.661 2.569 -2.567
H -2.016 3.493 -3.980
H -3.380 2.779 -2.941
C 3.343 1.059 -4.168
S 4.360 0.835 -2.724
O 4.902 2.167 -2.379
C 2.972 0.548 -1.624
H 4.003 1.192 -5.024
H 2.737 1.957 -4.042
H 2.726 0.183 -4.369
H 2.502 -0.375 -1.980
H 2.300 1.375 -1.852
H 3.261 0.458 -0.586
C -0.453 1.871 1.885
S -0.058 0.456 0.887
O -0.973 -0.624 1.352
C -0.829 1.166 -0.587
H -0.320 1.683 2.949
H -1.499 2.127 1.727
H 0.150 2.745 1.637
H -0.040 1.832 -0.956
H -1.747 1.710 -0.390
H -0.929 0.321 -1.267
C 3.017 2.995 3.473
S 3.931 2.390 2.046
O 2.897 1.704 1.226
C 4.267 3.976 1.258
H 3.644 3.584 4.142
H 2.637 2.109 3.974
H 2.207 3.617 3.093
H 3.476 4.700 1.434
H 4.342 3.755 0.193
H 5.241 4.295 1.626

Force components x, y, z for each atom (eV/Å):
C 0.397 -0.082 -0.130
C -0.243 0.112 -0.556
N 0.187 0.613 0.339
C -0.020 0.057 -0.553
C -0.393 0.326 0.071
C -0.275 -0.289 0.733
C 0.799 -0.226 -0.212
H 0.005 0.209 0.207
H -0.031 -0.074 0.196
H -0.018 -0.157 -0.035
H -0.130 -0.086 0.024
H -0.061 -0.040 0.065
H 0.021 -0.048 0.208
H -0.034 -0.268 0.053
H 0.004 0.047 -0.024
H 0.039 -0.244 -0.004
H 0.340 -0.099 0.043
H -0.179 0.084 -0.273
H 0.098 -0.011 -0.245
H -0.290 0.060 0.148
H -0.222 0.082 -0.062
H -0.050 0.065 -0.012
C 0.286 -0.507 0.433
C -0.263 -0.547 -0.258
N 0.176 0.683 -0.151
C 0.009 -0.490 -0.269
C 0.136 0.080 0.052
C -0.052 -0.034 -0.311
C 0.203 -0.072 0.083
H 0.061 0.027 -0.071
H 0.032 0.189 -0.203
H -0.230 0.385 0.005
H 0.038 0.024 0.020
H -0.043 0.288 0.184
H -0.077 0.146 0.123
H -0.074 -0.120 0.147
H 0.009 -0.034 0.041
H 0.009 0.077 0.051
H -0.072 0.006 -0.028
H -0.089 -0.239 0.245
H -0.119 0.054 0.084
H -0.047 0.004 -0.040
H 0.009 0.059 -0.082
H 0.115 0.043 -0.018
C 0.078 0.928 -0.111
C -0.060 -0.402 0.074
N 0.047 -0.015 0.054
H -0.032 -0.370 0.174
H 0.027 -0.085 -0.075
H -0.082 -0.044 -0.092
C -0.201 -0.062 0.192
C -0.067 0.015 0.074
N 0.141 0.032 -0.032
H 0.095 -0.020 -0.039
H 0.060 0.002 -0.131
H 0.013 0.024 -0.041
C -0.053 0.248 0.108
C 0.183 -0.286 -0.088
N -0.010 0.130 -0.030
H -0.128 -0.009 0.168
H -0.092 -0.069 -0.282
H 0.042 0.035 0.084
C -0.006 -0.308 -0.149
C 0.063 -0.166 0.121
N -0.108 0.095 -0.005
H 0.035 0.224 0.042
H 0.077 0.040 -0.020
H -0.103 0.066 0.027
C 0.259 0.272 -0.015
S -0.140 0.143 -0.101
O -0.013 -0.003 0.080
C 0.807 -0.346 0.422
H -0.066 -0.237 0.027
H -0.202 0.035 0.032
H 0.031 -0.060 -0.083
H -0.170 -0.141 -0.024
H -0.425 0.214 -0.128
H -0.094 0.113 -0.240
C -0.038 0.037 -0.712
S 0.116 -0.575 0.407
O 0.211 0.538 0.087
C -0.317 -0.430 -0.951
H 0.052 0.093 0.053
H -0.030 -0.040 0.071
H -0.022 0.003 0.173
H 0.013 0.002 0.183
H -0.108 0.088 0.587
H 0.057 0.277 0.075
C -0.129 0.781 0.571
S -0.292 0.253 -0.283
O -0.168 -0.356 0.286
C 1.167 -0.253 -0.011
H 0.190 -0.265 -0.086
H -0.033 -0.125 -0.026
H 0.134 -0.170 -0.225
H -0.252 0.119 -0.214
H -0.155 -0.192 0.068
H -0.265 0.141 -0.130
C 0.140 0.230 -0.141
S 0.069 0.107 0.187
O -0.286 -0.122 -0.172
C 0.152 -0.320 -0.058
H 0.094 -0.093 -0.007
H -0.042 0.047 0.091
H -0.120 -0.103 0.075
H 0.013 0.035 0.076
H 0.068 -0.034 0.011
H -0.090 0.282 0.004

Atomic partial charges in e from the Mulliken method, atoms 1 to 6: number 1, C, carries -1.484; number 2, C, carries -0.077; number 3, N, carries 0.290; number 4, C, carries -0.409; number 5, C, carries -0.148; number 6, C, carries -0.714

---

# 4
Computed, not measured: a molecular structure, C18H26Br2Cl3N3O4RbS2 at a distorted geometry, with ωB97M-V with the def2-TZVPD basis set.

Calculated values
Charge   -1
F_max   1.7 eV/Å
HOMO energy   -3.86 eV
HOMO-LUMO gap   5.7918 eV
Lowest unoccupied orbital energy   1.93 eV

Cartesian coordinates (Å):
Rb -0.854 -0.805 0.260
Br 0.417 3.376 -0.910
C 1.665 1.928 -1.247
Br 0.995 0.665 -2.549
H 1.811 1.377 -0.316
H 2.553 2.376 -1.667
C -2.834 6.800 3.561
C -3.940 5.993 4.252
C -3.834 6.232 5.761
C -5.289 6.553 3.785
C -3.838 4.457 3.951
O -4.997 3.876 4.542
C -2.532 3.843 4.520
C -2.660 3.129 5.876
C -3.122 1.694 5.787
C -2.270 0.747 5.228
C -2.656 -0.578 5.096
C -3.916 -0.947 5.534
Cl -4.440 -2.607 5.341
C -4.783 -0.033 6.109
C -4.374 1.287 6.236
C -3.925 4.237 2.435
N -3.779 2.844 2.048
C -2.969 2.320 1.126
N -3.049 1.005 1.135
C -3.958 0.767 2.111
N -4.427 1.848 2.696
H -2.908 7.843 3.878
H -2.928 6.797 2.473
H -1.830 6.457 3.814
H -3.978 7.296 5.967
H -2.855 5.952 6.153
H -4.595 5.674 6.306
H -5.378 7.593 4.111
H -6.121 5.987 4.199
H -5.382 6.552 2.697
H -5.009 2.940 4.279
H -1.790 4.636 4.616
H -2.088 3.134 3.814
H -3.310 3.687 6.550
H -1.665 3.123 6.329
H -1.295 1.031 4.845
H -1.983 -1.292 4.637
H -5.761 -0.353 6.443
H -5.048 2.017 6.671
H -3.135 4.774 1.912
H -4.890 4.593 2.077
H -2.334 2.920 0.492
H -4.273 -0.220 2.408
Cl -1.512 -3.690 -0.684
C -1.385 -3.949 1.092
Cl -2.553 -2.946 1.979
H -0.382 -3.655 1.404
H -1.637 -4.985 1.271
O 1.345 0.179 1.035
S 1.544 -0.918 2.031
O 0.932 -2.147 1.440
O 2.941 -1.107 2.363
S 0.421 -0.443 3.658

Force components x, y, z for each atom (eV/Å):
Rb -1.291 0.739 -0.764
Br 0.040 -0.095 -0.030
C -0.081 0.032 -0.026
Br -0.019 0.071 -0.003
H 0.006 0.011 0.038
H 0.060 0.000 0.019
C 0.047 0.066 -0.030
C 0.022 -0.057 -0.036
C 0.019 -0.009 0.073
C -0.053 0.020 -0.044
C -0.105 0.085 0.170
O 0.133 0.045 0.037
C 0.080 -0.001 -0.015
C 0.051 -0.022 0.101
C 0.001 0.032 -0.023
C -0.052 -0.007 -0.072
C -0.099 -0.090 -0.023
C -0.044 -0.031 0.002
Cl 0.006 0.047 0.014
C 0.037 -0.003 -0.019
C 0.027 0.033 -0.002
C -0.005 -0.020 -0.255
N 0.022 0.005 0.198
C 0.169 -0.028 0.063
N -0.244 -0.001 -0.098
C 0.022 -0.001 0.057
N -0.019 0.046 -0.155
H -0.004 -0.015 0.009
H -0.025 -0.020 0.011
H -0.032 -0.008 0.003
H 0.001 -0.010 -0.002
H -0.001 -0.004 -0.021
H -0.016 -0.017 -0.034
H 0.001 -0.014 -0.002
H 0.012 -0.019 0.029
H 0.005 0.004 0.010
H -0.053 -0.018 -0.006
H 0.000 -0.011 0.021
H -0.096 0.006 -0.006
H -0.048 0.008 -0.033
H 0.000 0.032 -0.003
H -0.008 -0.010 0.054
H 0.026 0.041 0.012
H -0.001 0.018 0.006
H -0.008 -0.002 0.005
H 0.014 -0.006 0.013
H -0.014 0.008 0.024
H 0.025 -0.037 0.025
H 0.019 -0.004 0.016
Cl -0.074 -0.419 0.134
C -0.116 0.076 -0.098
Cl -0.031 -0.235 0.005
H -0.017 0.056 -0.016
H 0.052 -0.052 0.038
O 0.600 0.281 0.179
S 0.266 -0.173 0.449
O 0.577 -0.330 0.291
O 0.022 0.040 0.038
S 0.195 -0.033 -0.326

Atomic partial charges in e from the Mulliken method, atoms 1 to 6: number 1, Rb, carries 0.997; number 2, Br, carries -0.114; number 3, C, carries -0.097; number 4, Br, carries -0.158; number 5, H, carries 0.110; number 6, H, carries 0.317

---

# 5
Computed, not measured: a single C3H3ClS molecule at a distorted geometry, with ωB97M-V with the def2-TZVPD basis set.

Calculated values
Charge   0
F_max   4.4 eV/Å
HOMO energy   -9.12 eV
HOMO-LUMO gap   8.0603 eV
Lowest unoccupied orbital energy   -1.06 eV

Cartesian coordinates (Å):
C 1.136 0.086 0.494
C -0.161 -0.295 0.286
Cl -0.910 -1.638 1.112
C -1.034 0.400 -0.695
S -0.566 1.398 -1.800
H 1.690 0.907 0.086
H 1.803 -0.633 1.032
H -1.959 -0.225 -0.515

Force components x, y, z for each atom (eV/Å):
C -0.575 -2.874 0.847
C 2.751 1.905 0.012
Cl 0.429 0.243 -0.191
C -0.996 -3.619 2.349
S 0.008 1.381 -1.224
H -0.583 0.456 -0.527
H -0.802 0.812 -0.023
H -0.230 1.696 -1.243

Atomic partial charges in e from the Mulliken method, atoms 1 to 6: number 1, C, carries -0.660; number 2, C, carries 0.564; number 3, Cl, carries -0.196; number 4, C, carries -0.204; number 5, S, carries -0.279; number 6, H, carries 0.317

---

# 6
Computed, not measured: a single C2H3BrF2 molecule at a distorted geometry, with ωB97M-V with the def2-TZVPD basis set.

Calculated values
Charge   0
F_max   4.4 eV/Å
HOMO energy   -10.57 eV
HOMO-LUMO gap   10.9571 eV
Lowest unoccupied orbital energy   0.39 eV

Cartesian coordinates (Å):
C -0.768 -0.303 0.011
C 0.513 0.325 -0.004
F 0.696 1.186 1.002
F 0.800 1.029 -1.146
Br 2.182 -0.958 0.278
H -1.062 -0.872 -0.857
H -0.871 -0.835 0.879
H -1.490 0.428 -0.163

Force components x, y, z for each atom (eV/Å):
C -0.765 -0.536 -2.251
C 4.226 0.924 -0.845
F -0.503 0.083 0.178
F -0.516 -0.819 0.739
Br -1.543 0.672 -0.428
H 1.035 -0.954 -0.306
H -0.650 -1.265 2.140
H -1.284 1.894 0.773

Atomic partial charges in e from the Mulliken method, atoms 1 to 6: number 1, C, carries -1.087; number 2, C, carries 0.651; number 3, F, carries -0.194; number 4, F, carries -0.213; number 5, Br, carries -0.223; number 6, H, carries 0.361